Record 1
The following is a DFT calculation (ωB97M-V/def2-TZVPD) of a 2-piece molecular cluster, C5H10BrF2N2 overall at a distorted geometry.

The geometry in XYZ format:
```
20
Properties=species:S:1:pos:R:3
C -0.01 -0.35 0.59
C -1.89 1.20 0.21
C 0.75 -2.69 1.09
C -0.39 1.02 0.18
C 3.14 -0.51 -1.20
N 0.43 -1.40 0.71
N 0.40 1.24 -1.05
F 2.03 -0.76 -1.90
F 3.60 -1.71 -0.87
Br 2.92 0.78 0.34
H -2.12 2.32 0.01
H -2.34 0.89 1.10
H -2.42 0.70 -0.66
H 1.83 -2.92 1.11
H 0.46 -3.41 0.26
H 0.37 -3.06 2.01
H 0.01 1.57 0.99
H 3.76 0.02 -1.85
H 0.12 0.97 -1.98
H 0.87 2.14 -1.06
```

Summary:
2S+1: 1
E_LUMO in hartree: -0.131
Net charge: +1
HOMO-LUMO gap in eV: 9.82

Charge distribution, Löwdin scheme, values in e:
1. C 0.09
2. C -0.04
3. C -0.02
4. C -0.40
5. C -0.70
6. N 0.16
7. N 0.00
8. F 0.02
9. F 0.05
10. Br 0.77
11. H 0.13
12. H 0.06
13. H 0.12
14. H 0.11
15. H 0.15
16. H 0.10
17. H 0.13
18. H 0.09
19. H 0.11
20. H 0.08

Record 2
The following is a DFT calculation (ωB97M-V/def2-TZVPD) of a 13-piece molecular cluster, C52H91N13 overall at a distorted geometry.

The geometry in XYZ format:
```
156
Properties=species:S:1:pos:R:3
C -10.83 -2.49 0.67
C -9.90 -1.40 0.12
C -9.09 -0.79 1.27
C -9.90 -0.10 2.26
N -10.56 0.41 3.05
H -11.59 -1.98 1.26
H -10.26 -3.24 1.22
H -11.28 -3.05 -0.15
H -10.54 -0.65 -0.34
H -9.31 -1.77 -0.71
H -8.35 -0.08 0.91
H -8.65 -1.62 1.82
C 2.13 -9.60 3.73
C 3.38 -9.17 2.93
C 4.03 -7.87 3.42
C 3.19 -6.64 3.15
N 2.49 -5.72 2.95
H 1.83 -10.57 3.31
H 1.33 -8.91 3.48
H 2.36 -9.73 4.78
H 3.08 -9.11 1.88
H 4.07 -10.00 3.05
H 4.99 -7.79 2.91
H 4.25 -7.84 4.49
C -3.94 1.20 6.20
C -3.87 2.71 6.09
C -4.24 3.34 7.41
C -3.21 3.02 8.42
N -2.40 2.74 9.18
H -3.09 0.77 6.72
H -4.03 0.65 5.27
H -4.83 0.83 6.71
H -4.66 2.96 5.38
H -2.95 3.08 5.65
H -5.27 3.18 7.73
H -4.20 4.42 7.26
C -3.01 -6.31 5.54
C -3.39 -6.29 4.03
C -4.34 -7.44 3.68
C -4.17 -8.81 4.30
N -4.01 -9.89 4.77
H -2.43 -7.18 5.83
H -3.91 -6.17 6.14
H -2.36 -5.45 5.72
H -2.52 -6.38 3.39
H -3.87 -5.32 3.86
H -4.42 -7.56 2.60
H -5.35 -7.12 3.97
C 4.12 2.16 -10.86
C 5.04 0.92 -10.90
C 5.71 0.59 -9.53
C 4.77 0.76 -8.42
N 4.03 0.88 -7.56
H 4.65 2.93 -10.30
H 3.18 1.95 -10.35
H 3.87 2.52 -11.86
H 5.84 1.08 -11.63
H 4.58 0.02 -11.31
H 6.50 1.31 -9.32
H 6.11 -0.42 -9.53
C 5.18 -7.35 -3.42
C 4.32 -6.26 -4.13
C 3.02 -5.86 -3.32
C 2.16 -6.97 -2.93
N 1.43 -7.85 -2.61
H 4.81 -8.33 -3.73
H 5.33 -7.17 -2.36
H 6.21 -7.35 -3.79
H 3.99 -6.55 -5.13
H 4.96 -5.38 -4.22
H 2.43 -5.14 -3.89
H 3.29 -5.34 -2.40
C 10.07 7.26 -0.23
C 9.31 8.37 0.52
C 8.69 7.81 1.84
C 7.79 6.64 1.73
N 7.10 5.70 1.61
H 10.93 6.85 0.31
H 10.55 7.71 -1.11
H 9.32 6.52 -0.52
H 8.43 8.65 -0.06
H 9.99 9.16 0.82
H 7.99 8.52 2.26
H 9.48 7.68 2.58
C -1.04 3.05 -0.03
C -0.10 1.88 0.28
C -0.23 0.78 -0.71
C -1.50 0.06 -0.46
N -2.51 -0.44 -0.34
H -2.09 2.78 0.09
H -0.88 3.43 -1.04
H -0.93 3.87 0.68
H -0.09 1.60 1.34
H 0.93 2.24 0.22
H 0.65 0.15 -0.56
H -0.15 1.17 -1.72
C 3.04 7.93 6.69
C 1.79 7.71 5.82
C 1.04 9.07 5.58
C -0.26 9.03 4.90
N -1.29 9.00 4.36
H 3.76 8.52 6.14
H 3.57 7.01 6.93
H 2.76 8.51 7.56
H 1.11 7.00 6.29
H 2.03 7.21 4.89
H 1.75 9.71 5.05
H 0.88 9.57 6.54
C -7.87 -7.95 -6.18
C -7.68 -6.74 -5.29
C -6.93 -7.02 -3.98
C -7.72 -7.97 -3.17
N -8.36 -8.71 -2.52
H -8.56 -7.69 -6.97
H -8.33 -8.80 -5.66
H -6.92 -8.30 -6.59
H -8.64 -6.25 -5.12
H -7.09 -6.06 -5.90
H -6.68 -6.09 -3.46
H -5.96 -7.50 -4.11
C -3.21 3.91 -7.94
C -2.97 2.88 -6.81
C -4.19 2.48 -5.98
C -5.32 2.00 -6.79
N -6.23 1.62 -7.44
H -3.88 3.55 -8.72
H -2.24 4.23 -8.33
H -3.62 4.84 -7.54
H -2.20 3.24 -6.13
H -2.60 1.98 -7.30
H -4.47 3.23 -5.25
H -3.93 1.58 -5.42
C 2.45 7.91 -5.29
C 2.96 6.59 -4.60
C 4.05 6.81 -3.56
C 3.67 7.80 -2.55
N 3.44 8.56 -1.68
H 1.90 8.54 -4.59
H 1.75 7.74 -6.10
H 3.34 8.42 -5.66
H 3.31 5.94 -5.40
H 2.09 6.17 -4.09
H 4.96 7.18 -4.03
H 4.24 5.87 -3.03
C 2.96 -0.67 8.80
C 2.87 -0.31 7.32
C 4.24 -0.03 6.70
C 5.15 -1.23 6.88
N 5.83 -2.13 7.06
H 2.06 -1.03 9.28
H 3.21 0.29 9.26
H 3.76 -1.37 9.05
H 2.23 0.57 7.22
H 2.37 -1.12 6.78
H 4.74 0.82 7.16
H 4.16 0.10 5.62
```

Summary:
2S+1: 1
E_LUMO in hartree: -0.001
HOMO-LUMO gap in eV: 11.10

Results of the Löwdin charge analysis, in e, for atoms 1 through 99:
1. C -0.11
2. C -0.26
3. C -0.20
4. C -0.25
5. N 0.14
6. H 0.07
7. H 0.07
8. H 0.07
9. H 0.11
10. H 0.11
11. H 0.12
12. H 0.12
13. C -0.11
14. C -0.27
15. C -0.18
16. C -0.21
17. N 0.12
18. H 0.07
19. H 0.07
20. H 0.08
21. H 0.11
22. H 0.10
23. H 0.11
24. H 0.11
25. C -0.12
26. C -0.27
27. C -0.20
28. C -0.23
29. N 0.14
30. H 0.07
31. H 0.07
32. H 0.08
33. H 0.11
34. H 0.12
35. H 0.12
36. H 0.11
37. C -0.11
38. C -0.25
39. C -0.20
40. C -0.20
41. N 0.12
42. H 0.07
43. H 0.07
44. H 0.07
45. H 0.10
46. H 0.10
47. H 0.11
48. H 0.11
49. C -0.10
50. C -0.25
51. C -0.18
52. C -0.26
53. N 0.14
54. H 0.07
55. H 0.07
56. H 0.07
57. H 0.10
58. H 0.10
59. H 0.12
60. H 0.11
61. C -0.11
62. C -0.23
63. C -0.19
64. C -0.23
65. N 0.13
66. H 0.07
67. H 0.08
68. H 0.06
69. H 0.10
70. H 0.10
71. H 0.11
72. H 0.11
73. C -0.11
74. C -0.24
75. C -0.20
76. C -0.23
77. N 0.13
78. H 0.07
79. H 0.07
80. H 0.07
81. H 0.11
82. H 0.11
83. H 0.11
84. H 0.12
85. C -0.10
86. C -0.29
87. C -0.20
88. C -0.23
89. N 0.14
90. H 0.07
91. H 0.07
92. H 0.07
93. H 0.12
94. H 0.11
95. H 0.12
96. H 0.12
97. C -0.11
98. C -0.25
99. C -0.19

Record 3
The following is a DFT calculation (ωB97M-V/def2-TZVPD) of one molecule with the formula C26H30FN7O8 at a distorted geometry.

The geometry in XYZ format:
```
72
Properties=species:S:1:pos:R:3
N 6.33 0.75 -3.28
C 5.39 0.37 -2.39
O 4.30 0.92 -2.36
C 5.82 -0.76 -1.48
C 4.91 -0.98 -0.26
C 3.66 -1.81 -0.55
N 2.69 -1.03 -1.29
C 1.44 -1.43 -1.50
O 1.00 -2.50 -1.10
C 0.52 -0.41 -2.19
C -0.23 -1.06 -3.37
C -1.51 -0.31 -3.61
C -2.69 -0.75 -2.99
C -3.82 0.04 -2.97
C -3.80 1.30 -3.56
O -4.85 2.15 -3.48
C -2.66 1.70 -4.26
C -1.53 0.91 -4.26
N -0.43 0.02 -1.19
C -0.08 0.66 -0.07
O 1.11 0.87 0.20
C -1.20 1.04 0.83
C -2.48 1.20 0.33
C -3.55 1.47 1.18
N -4.85 1.64 0.65
O -5.00 1.50 -0.55
O -5.76 1.90 1.42
C -3.34 1.59 2.56
C -2.07 1.45 3.06
F -1.88 1.63 4.38
C -0.94 1.20 2.23
N 0.31 1.13 2.68
C 0.80 0.98 4.02
C 2.17 0.30 3.98
C 2.13 -1.23 3.93
C 1.60 -1.89 2.65
C 0.07 -1.82 2.54
N -0.41 -2.06 1.30
O -0.64 -1.59 3.49
N 2.28 -1.48 1.44
C 3.10 -2.32 0.80
O 3.45 -3.39 1.24
H 6.12 1.49 -3.93
H 7.24 0.32 -3.32
H 5.85 -1.68 -2.08
H 6.83 -0.55 -1.14
H 5.49 -1.50 0.50
H 4.61 -0.01 0.14
H 3.92 -2.71 -1.11
H 3.02 -0.12 -1.64
H 1.11 0.46 -2.51
H 0.41 -1.04 -4.25
H -0.44 -2.10 -3.11
H -2.71 -1.72 -2.52
H -4.71 -0.29 -2.45
H -5.44 1.86 -2.77
H -2.67 2.66 -4.75
H -0.64 1.26 -4.77
H -1.40 -0.23 -1.36
H -2.69 1.15 -0.73
H -4.17 1.80 3.22
H 1.00 1.09 1.93
H 0.89 1.96 4.49
H 0.11 0.37 4.60
H 2.71 0.58 4.89
H 2.75 0.69 3.13
H 3.15 -1.59 4.09
H 1.51 -1.59 4.75
H 1.83 -2.97 2.75
H 0.16 -2.40 0.54
H -1.41 -2.16 1.22
H 2.00 -0.61 0.99
```

Summary:
2S+1: 1
E_LUMO in hartree: -0.016
SMILES string: NC(=O)CC[C@@H]1NC(=O)[C@@H](Cc2ccc(O)cc2)NC(=O)c2cc([N+](=O)[O-])cc(F)c2NCCC[C@@H](C(N)=O)NC1=O
HOMO-LUMO gap in eV: 7.79

Charge distribution, Löwdin scheme, values in e:
1. N 0.17
2. C -0.52
3. O 0.05
4. C -0.10
5. C -0.12
6. C -0.20
7. N 0.13
8. C -0.43
9. O 0.05
10. C -0.17
11. C -0.07
12. C -0.26
13. C -0.06
14. C -0.03
15. C -0.33
16. O 0.06
17. C 0.01
18. C -0.03
19. N 0.14
20. C -0.39
21. O 0.03
22. C -0.04
23. C 0.07
24. C -0.15
25. N -0.35
26. O 0.04
27. O 0.09
28. C 0.10
29. C -0.17
30. F 0.08
31. C -0.12
32. N 0.08
33. C -0.18
34. C -0.16
35. C -0.13
36. C -0.20
37. C -0.49
38. N 0.21
39. O 0.06
40. N 0.14
41. C -0.46
42. O 0.08
43. H 0.12
44. H 0.11
45. H 0.13
46. H 0.12
47. H 0.13
48. H 0.13
49. H 0.16
50. H 0.10
51. H 0.16
52. H 0.13
53. H 0.12
54. H 0.13
55. H 0.12
56. H 0.09
57. H 0.12
58. H 0.12
59. H 0.10
60. H 0.11
61. H 0.14
62. H 0.10
63. H 0.12
64. H 0.11
65. H 0.11
66. H 0.11
67. H 0.12
68. H 0.12
69. H 0.16
70. H 0.07
71. H 0.13
72. H 0.10

Record 4
The following is a DFT calculation (ωB97M-V/def2-TZVPD) of a 14-piece molecular cluster, C56H92N8O12S6 overall at a distorted geometry.

The geometry in XYZ format:
```
174
Properties=species:S:1:pos:R:3
C 0.95 -8.38 2.50
C 2.44 -8.29 2.48
C 2.92 -8.77 1.08
C 2.53 -10.18 0.76
N 2.26 -11.24 0.46
H 0.66 -9.43 2.54
H 0.57 -7.93 1.58
H 0.45 -7.98 3.39
H 2.72 -9.06 3.19
H 2.92 -7.32 2.65
H 3.97 -8.57 0.88
H 2.56 -8.07 0.33
C 0.59 -1.26 1.13
C 1.22 -0.02 0.49
C 0.20 0.71 -0.39
C -0.09 -0.07 -1.69
N -0.39 -0.55 -2.70
H -0.04 -0.94 1.97
H 1.20 -2.07 1.53
H -0.11 -1.66 0.40
H 2.02 -0.53 -0.04
H 1.68 0.70 1.16
H 0.53 1.71 -0.66
H -0.64 0.87 0.28
C -0.85 4.20 8.39
C -0.11 2.89 8.13
C 0.43 2.89 6.67
S -1.00 3.59 5.74
O -1.86 2.53 5.20
O -0.37 4.57 4.87
C -1.86 4.35 7.27
H -0.24 5.11 8.34
H -1.32 4.36 9.36
H -0.73 2.00 8.27
H 0.68 2.81 8.88
H 0.75 1.97 6.17
H 1.23 3.62 6.52
H -2.82 3.92 7.52
H -2.11 5.40 7.08
C 4.63 2.65 -7.78
C 3.27 2.11 -7.32
C 2.48 3.33 -6.73
S 2.86 4.78 -7.75
O 3.28 5.86 -6.86
O 1.78 4.90 -8.72
C 4.37 3.98 -8.60
H 5.10 1.95 -8.47
H 5.21 2.82 -6.87
H 3.30 1.32 -6.56
H 2.69 1.65 -8.12
H 2.88 3.44 -5.72
H 1.41 3.21 -6.54
H 5.15 4.74 -8.71
H 3.93 3.70 -9.55
C 6.38 5.81 -1.33
C 6.23 4.85 -0.10
C 6.36 5.76 1.19
S 5.36 7.26 0.76
O 6.05 8.52 1.07
O 3.95 6.98 1.18
C 5.51 7.09 -1.08
H 6.16 5.31 -2.27
H 7.41 6.16 -1.32
H 6.97 4.05 -0.09
H 5.24 4.41 -0.10
H 7.37 6.16 1.27
H 6.09 5.41 2.19
H 6.01 7.99 -1.45
H 4.52 7.08 -1.53
C -2.75 9.65 -0.92
C -3.11 9.75 -2.40
C -3.11 8.35 -3.06
S -2.07 7.24 -1.92
O -0.87 6.88 -2.63
O -2.92 6.23 -1.25
C -1.63 8.59 -0.75
H -3.71 9.37 -0.48
H -2.52 10.65 -0.54
H -2.54 10.54 -2.89
H -4.10 10.20 -2.56
H -2.46 8.57 -3.90
H -4.02 7.84 -3.40
H -0.69 9.07 -1.03
H -1.45 8.20 0.25
C -1.01 -6.73 -7.53
C 0.15 -7.63 -7.92
C 1.36 -7.31 -6.99
S 0.81 -6.23 -5.59
O 1.72 -5.11 -5.31
O 0.15 -7.04 -4.54
C -0.49 -5.55 -6.63
H -1.81 -7.28 -7.05
H -1.44 -6.41 -8.48
H 0.49 -7.42 -8.94
H -0.20 -8.66 -7.87
H 2.02 -6.61 -7.50
H 2.01 -8.09 -6.60
H -0.03 -4.77 -7.23
H -1.21 -5.07 -5.96
C -5.57 -0.77 6.96
C -6.91 -1.16 6.31
C -6.59 -1.84 4.99
S -5.13 -2.86 5.39
O -4.21 -2.80 4.27
O -5.50 -4.14 6.00
C -4.42 -1.85 6.76
H -5.58 -0.44 8.00
H -5.25 0.11 6.39
H -7.56 -0.28 6.26
H -7.51 -1.80 6.96
H -6.15 -1.11 4.31
H -7.31 -2.52 4.53
H -3.47 -1.37 6.52
H -4.36 -2.58 7.56
N -6.49 3.32 -5.81
C -5.21 3.53 -6.28
C -5.29 4.48 -7.23
C -6.56 4.88 -7.39
C -7.34 4.13 -6.52
H -6.78 2.65 -5.11
H -4.34 2.98 -5.96
H -4.50 4.84 -7.88
H -6.99 5.57 -8.09
H -8.42 4.14 -6.45
N 6.25 -2.77 -1.77
C 6.79 -1.54 -1.99
C 7.99 -1.51 -1.34
C 8.16 -2.75 -0.68
C 7.12 -3.53 -1.03
H 5.45 -3.11 -2.28
H 6.43 -0.75 -2.63
H 8.76 -0.77 -1.46
H 9.06 -2.99 -0.15
H 6.92 -4.55 -0.72
N 0.90 -5.91 8.98
C 2.07 -5.62 9.61
C 2.64 -4.56 8.94
C 1.84 -4.23 7.90
C 0.71 -4.99 8.00
H 0.31 -6.68 9.25
H 2.42 -6.23 10.44
H 3.60 -4.21 9.27
H 1.98 -3.50 7.13
H -0.17 -5.11 7.39
N -7.77 0.90 -0.53
C -6.87 -0.05 -0.95
C -7.53 -0.69 -2.02
C -8.74 -0.17 -2.23
C -8.91 0.81 -1.21
H -7.70 1.48 0.30
H -5.92 -0.15 -0.46
H -7.10 -1.40 -2.71
H -9.45 -0.57 -2.94
H -9.80 1.36 -0.93
N 7.02 0.32 3.91
C 7.58 1.23 4.78
C 6.80 1.24 5.92
C 5.90 0.19 5.88
C 6.11 -0.44 4.65
H 7.37 0.15 2.98
H 8.36 1.94 4.56
H 6.89 1.91 6.76
H 5.22 -0.07 6.68
H 5.63 -1.31 4.24
N -4.56 -7.05 -2.04
C -4.96 -6.25 -1.00
C -6.33 -6.03 -1.03
C -6.76 -6.83 -2.13
C -5.69 -7.41 -2.72
H -3.62 -7.30 -2.32
H -4.14 -5.88 -0.40
H -6.96 -5.35 -0.47
H -7.75 -6.80 -2.55
H -5.51 -8.00 -3.60
```

Summary:
2S+1: 1
E_LUMO in hartree: -0.001
HOMO-LUMO gap in eV: 7.79

Results of the Löwdin charge analysis, in e, for atoms 1 through 99:
1. C -0.13
2. C -0.26
3. C -0.19
4. C -0.22
5. N 0.14
6. H 0.08
7. H 0.08
8. H 0.08
9. H 0.11
10. H 0.11
11. H 0.11
12. H 0.11
13. C -0.11
14. C -0.28
15. C -0.17
16. C -0.20
17. N 0.12
18. H 0.07
19. H 0.07
20. H 0.07
21. H 0.10
22. H 0.11
23. H 0.11
24. H 0.12
25. C -0.24
26. C -0.22
27. C -0.20
28. S 0.72
29. O -0.36
30. O -0.35
31. C -0.20
32. H 0.12
33. H 0.12
34. H 0.11
35. H 0.11
36. H 0.10
37. H 0.10
38. H 0.10
39. H 0.09
40. C -0.20
41. C -0.22
42. C -0.23
43. S 0.71
44. O -0.36
45. O -0.34
46. C -0.17
47. H 0.11
48. H 0.11
49. H 0.11
50. H 0.11
51. H 0.09
52. H 0.10
53. H 0.09
54. H 0.09
55. C -0.20
56. C -0.20
57. C -0.20
58. S 0.74
59. O -0.37
60. O -0.37
61. C -0.20
62. H 0.11
63. H 0.11
64. H 0.10
65. H 0.11
66. H 0.09
67. H 0.10
68. H 0.09
69. H 0.10
70. C -0.22
71. C -0.24
72. C -0.17
73. S 0.71
74. O -0.34
75. O -0.35
76. C -0.21
77. H 0.11
78. H 0.11
79. H 0.11
80. H 0.11
81. H 0.09
82. H 0.10
83. H 0.10
84. H 0.10
85. C -0.21
86. C -0.20
87. C -0.20
88. S 0.71
89. O -0.35
90. O -0.35
91. C -0.22
92. H 0.11
93. H 0.11
94. H 0.11
95. H 0.11
96. H 0.09
97. H 0.10
98. H 0.10
99. H 0.10